[1]
A 6-piece molecular cluster, C51H69Cl2IN8O3PS overall in a non-equilibrium geometry. Source: the Open Molecules 2025 dataset; level of theory: ωB97M-V with the def2-TZVPD basis set.

Structure (XYZ):
```
136
Properties=species:S:1:pos:R:3
C -1.8647 -2.8926 5.0940
C -2.7273 -1.8082 4.3000
C -1.7632 -0.7877 3.5929
Cl -1.3690 0.2910 5.0607
N -2.1926 0.0606 2.4467
C -1.0866 0.6077 1.5309
Cl -0.5013 2.1576 2.3875
C 0.2308 -0.2306 1.4398
C 1.3052 -0.0813 2.6057
C 2.5217 0.8626 2.2142
C 3.4889 0.2518 1.1601
O 4.1642 1.0175 0.5356
O 3.6228 -1.1208 0.9671
C -1.5384 1.0172 0.0624
C -1.1022 -0.0234 -1.0817
C -0.9872 2.4132 -0.4629
C 0.5604 2.5714 -0.6671
C 0.9895 2.5469 -2.2159
I 1.0440 4.6322 -0.0138
O -2.9510 1.0872 -0.2524
C -3.9018 1.0665 0.8089
C -5.3523 0.9934 0.1653
C -6.5514 1.8849 0.6033
N -7.5793 1.2455 1.4836
P -3.7313 2.7627 1.6032
C -4.6620 3.0833 3.1749
C -3.9331 2.6808 4.5174
C -4.0203 4.0998 0.3404
C -3.1380 5.3965 0.6664
C -3.4748 -0.2565 1.6710
S -4.9983 -0.2859 2.7682
C -3.3456 -1.5355 0.7991
C -3.8946 -1.7365 -0.5264
C -3.7477 -2.9237 -1.3413
N -3.0451 -4.0003 -0.9199
C -2.4705 -3.8408 0.2909
C -2.5435 -2.7167 1.1886
H -2.5280 -3.7899 5.1989
H -1.0010 -3.2530 4.4640
H -1.4790 -2.5128 6.0634
H -3.3964 -2.4067 3.6466
H -3.3813 -1.3389 5.0774
H -0.8344 -1.3894 3.4817
H -2.4915 0.9152 2.9778
H 0.8598 -0.0767 0.5378
H -0.0615 -1.3210 1.4381
H 0.9033 0.1360 3.6139
H 1.7812 -1.1029 2.6849
H 2.1894 1.8864 1.9181
H 3.0941 1.0042 3.1736
H 2.7582 -1.4188 0.6288
H -1.7422 0.1040 -1.9911
H -1.1268 -1.0827 -0.7075
H -0.0501 0.1246 -1.4199
H -1.3825 3.2900 0.0925
H -1.4418 2.5010 -1.4921
H 1.2264 1.9386 -0.0451
H 0.3714 3.3477 -2.7020
H 2.0443 2.9262 -2.2715
H 0.8565 1.5496 -2.6901
H -5.7799 -0.0477 0.1065
H -5.1761 1.2252 -0.9289
H -6.3981 2.9014 1.0125
H -7.1585 2.0639 -0.3332
H -7.7185 0.2820 1.1872
H -7.3245 1.3230 2.4639
H -5.6745 2.6098 3.1871
H -4.8498 4.1929 3.2313
H -4.1682 3.4532 5.2936
H -4.3806 1.7178 4.8705
H -2.8304 2.6309 4.3711
H -3.6645 3.7247 -0.6483
H -5.0780 4.4391 0.2305
H -3.8109 6.2529 0.9069
H -2.4737 5.1747 1.5441
H -2.5153 5.7018 -0.2116
H -5.3212 -1.6204 2.7379
H -4.4577 -0.9267 -1.0332
H -4.2092 -2.9921 -2.3539
H -1.8483 -4.7251 0.6346
H -1.9653 -2.7741 2.1250
N -0.5542 -6.5153 -0.1101
C 0.1690 -7.3945 0.5943
C 0.7698 -8.5144 0.0444
C 0.6117 -8.7431 -1.3138
C -0.1340 -7.8487 -2.0648
C -0.6914 -6.7563 -1.4202
H 0.2620 -7.1757 1.6530
H 1.3459 -9.1902 0.6625
H 1.0651 -9.6090 -1.7814
H -0.2800 -7.9940 -3.1269
H -1.2803 -6.0269 -1.9671
N -1.1583 -5.4145 -4.5570
C -1.6017 -5.8015 -5.7579
C -0.8448 -5.7383 -6.9173
C 0.4459 -5.2421 -6.8311
C 0.9279 -4.8329 -5.5981
C 0.0910 -4.9410 -4.4990
H -2.6182 -6.1798 -5.7760
H -1.2555 -6.0686 -7.8622
H 1.0693 -5.1754 -7.7147
H 1.9304 -4.4398 -5.4914
H 0.4252 -4.6371 -3.5118
N -2.1659 3.5636 -4.2857
C -1.3818 3.9786 -5.2891
C -1.3174 3.3556 -6.5256
C -2.1045 2.2362 -6.7387
C -2.9226 1.7854 -5.7159
C -2.9170 2.4813 -4.5182
H -0.7817 4.8564 -5.0743
H -0.6670 3.7376 -7.3011
H -2.0810 1.7209 -7.6914
H -3.5514 0.9141 -5.8449
H -3.5445 2.1674 -3.6890
N 7.9877 4.6853 0.3042
C 8.7059 4.3589 -0.7752
C 8.4201 3.2779 -1.5954
C 7.3284 2.4850 -1.2786
C 6.5680 2.8010 -0.1635
C 6.9379 3.9054 0.5875
H 9.5517 5.0064 -0.9810
H 9.0365 3.0633 -2.4587
H 7.0725 1.6301 -1.8938
H 5.7080 2.2052 0.1171
H 6.3722 4.1948 1.4674
N 9.6581 3.3589 4.0300
C 10.3562 2.4573 4.7280
C 10.9270 1.3235 4.1712
C 10.7630 1.1070 2.8121
C 10.0420 2.0262 2.0670
C 9.5144 3.1303 2.7193
H 10.4549 2.6679 5.7879
H 11.4847 0.6286 4.7855
H 11.1929 0.2317 2.3390
H 9.8921 1.8912 1.0031
H 8.9465 3.8778 2.1780
```

Results
total charge: +1
energy: -4605.66440 hartree
gap between HOMO and LUMO: 7.51 eV
HOMO energy: -10.396 eV
LUMO energy: -2.89 eV

Mulliken atomic charge list, values in e, 99 entries:
1 C -1.32
2 C -0.77
3 C 0.21
4 Cl -0.06
5 N 0.77
6 C 2.34
7 Cl -0.05
8 C -1.27
9 C -1.29
10 C -0.57
11 C 0.47
12 O -0.53
13 O -0.51
14 C -0.25
15 C -1.62
16 C -0.18
17 C -0.33
18 C -1.01
19 I 0.02
20 O -0.39
21 C 0.31
22 C -0.45
23 C -0.87
24 N -0.59
25 P -0.41
26 C -0.40
27 C -0.83
28 C -0.10
29 C -0.99
30 C 0.20
31 S -0.23
32 C 1.44
33 C -0.02
34 C -0.89
35 N -0.39
36 C -0.79
37 C -0.18
38 H 0.40
39 H 0.30
40 H 0.35
41 H 0.34
42 H 0.56
43 H 0.35
44 H -0.62
45 H 0.62
46 H -0.06
47 H 0.33
48 H 0.64
49 H 0.21
50 H 0.48
51 H 0.39
52 H 0.21
53 H 0.17
54 H 0.29
55 H 0.66
56 H -0.17
57 H -0.15
58 H 0.34
59 H 0.47
60 H 0.27
61 H 0.39
62 H 0.17
63 H 0.33
64 H 0.33
65 H 0.30
66 H 0.27
67 H 0.33
68 H 0.47
69 H 0.44
70 H 0.21
71 H 0.08
72 H 0.02
73 H 0.60
74 H 0.34
75 H 0.28
76 H 0.26
77 H 0.23
78 H 0.07
79 H 0.39
80 H 0.51
81 H 0.11
82 N -0.23
83 C -0.22
84 C -0.63
85 C -0.21
86 C -0.69
87 C -0.35
88 H 0.38
89 H 0.37
90 H 0.38
91 H 0.40
92 H 0.72
93 N -0.24
94 C -0.30
95 C -0.48
96 C -0.14
97 C -0.71
98 C -0.04
99 H 0.38

***

[2]
One molecule with the formula C4H8N4 in a non-equilibrium geometry. Source: the Open Molecules 2025 dataset; level of theory: ωB97M-V with the def2-TZVPD basis set.

Structure (XYZ):
```
16
Properties=species:S:1:pos:R:3
H 1.7880 -0.3749 2.8364
N 1.6591 -1.5161 2.5689
C 0.7879 -1.4896 1.4922
N 0.3661 -0.1892 1.0212
C -0.0462 -0.1696 -0.3256
N 0.4019 -0.6212 -1.4516
H 1.0234 -1.5200 -1.6585
N -0.6802 1.1004 -0.2940
C -1.8424 1.1754 -1.2136
C -0.6047 1.6190 -1.6426
H 0.5389 -2.3391 0.7231
H 0.0304 0.5876 1.7020
H -2.2808 -0.0294 -1.3323
H -2.6269 1.6231 -0.9682
H -0.0956 1.1067 -2.4756
H -0.3726 2.7174 -1.6004
```

Results
total charge: 0
energy: -376.03524 hartree
gap between HOMO and LUMO: 10.11 eV
HOMO energy: -9.325 eV
LUMO energy: 0.79 eV
energy relative to the best compared isomer or geometry (same formula, charge and spin): 5.802 eV

Partial atomic charges computed with the natural (NBO) method, in multiples of e:
1 H 0.32
2 N -0.63
3 C 0.24
4 N -0.66
5 C 0.57
6 N -0.77
7 H 0.39
8 N -0.47
9 C -0.18
10 C -0.27
11 H 0.20
12 H 0.45
13 H 0.17
14 H 0.18
15 H 0.26
16 H 0.21

***

[3]
A 7-piece molecular cluster, C38H59INO22P2 overall in a non-equilibrium geometry. Source: the Open Molecules 2025 dataset; level of theory: ωB97M-V with the def2-TZVPD basis set.

Structure (XYZ):
```
123
Properties=species:S:1:pos:R:3
C 4.8679 5.3579 1.3485
C 4.6329 3.8993 0.5764
I 3.4984 4.1688 -1.2946
C 4.0474 2.7230 1.5571
C 2.5852 2.1131 1.0993
C 2.4094 0.5743 0.4722
P 3.9085 -0.6341 0.2173
O 3.4176 -2.0515 -0.3387
C 0.9114 -0.0274 0.0533
C -0.3650 0.9751 0.2855
C -0.0891 2.4675 0.9075
N 1.3124 2.9155 1.2585
P 1.5008 4.5658 1.9925
C 0.8871 4.2906 3.8199
C 0.3363 5.8354 1.1679
H 4.3376 5.2961 2.4079
H 6.0156 5.5187 1.5760
H 4.4498 6.2732 0.7418
H 5.7265 3.5615 0.2377
H 4.0239 3.0265 2.7109
H 4.8142 1.8148 1.5012
H 4.4356 -0.9112 1.5562
H 4.9687 -0.0413 -0.5707
H 0.8025 -1.1176 -0.3576
H -1.4804 0.6639 0.0633
H -0.9965 3.2052 1.1082
H 0.9274 5.2663 4.4661
H 1.5824 3.4188 4.2342
H -0.1851 3.8194 3.7118
H -0.0618 5.5378 0.1085
H 0.9564 6.8459 1.0392
H -0.5243 6.0763 1.9245
C 4.1688 8.6068 -5.1463
C 3.3796 8.1684 -3.9296
C 2.4823 9.2357 -3.3792
O 2.3792 8.8728 -2.0139
C 3.5337 8.2064 -1.7054
O 3.8841 7.9201 -0.5742
O 4.2432 7.9081 -2.8351
H 4.9093 7.8462 -5.4155
H 3.5105 8.7777 -6.0033
H 4.7271 9.5275 -4.9445
H 2.8264 7.2472 -4.1493
H 1.4973 9.2415 -3.8545
H 2.9131 10.2416 -3.4367
C -1.2203 -3.6339 -1.4831
C -2.1622 -2.6082 -0.8862
C -3.5640 -3.1099 -0.7118
O -4.3249 -1.9169 -0.7764
C -3.6077 -1.0455 -1.5501
O -4.0404 0.0063 -1.9871
O -2.3426 -1.5141 -1.7704
H -0.2564 -3.1729 -1.7233
H -1.0519 -4.4648 -0.7917
H -1.6166 -4.0348 -2.4225
H -1.7512 -2.2187 0.0531
H -3.7128 -3.6133 0.2477
H -3.8946 -3.7734 -1.5189
C -2.5794 -7.0259 4.2321
C -2.9955 -6.4714 2.8850
C -4.0378 -7.2963 2.1920
O -3.7990 -7.0048 0.8266
C -2.4718 -6.6870 0.7282
O -1.8652 -6.5742 -0.3223
O -1.9165 -6.5168 1.9657
H -1.7194 -6.4723 4.6237
H -3.3984 -6.9635 4.9548
H -2.2648 -8.0720 4.1489
H -3.3082 -5.4251 2.9868
H -5.0549 -7.0125 2.4771
H -3.9123 -8.3747 2.3410
C 7.8052 -5.6677 0.2570
C 6.8633 -4.6421 0.8540
C 5.4615 -5.1437 1.0284
O 4.7007 -3.9507 0.9638
C 5.4179 -3.0793 0.1901
O 4.9852 -2.0276 -0.2470
O 6.6829 -3.5480 -0.0303
H 8.7691 -5.2068 0.0169
H 7.9736 -6.4987 0.9485
H 7.4089 -6.0687 -0.6824
H 7.2743 -4.2526 1.7932
H 5.3128 -5.6472 1.9879
H 5.1310 -5.8072 0.2213
C 3.4044 4.1492 -9.3834
C 2.8562 5.5614 -9.3584
C 3.9093 6.6110 -9.1671
O 3.1825 7.6648 -8.5607
C 2.1466 7.0783 -7.8860
O 1.4302 7.6537 -7.0860
O 2.0252 5.7600 -8.2264
H 2.5858 3.4217 -9.3773
H 4.0202 3.9804 -10.2718
H 4.0098 3.9444 -8.4936
H 2.2546 5.7496 -10.2559
H 4.3513 6.9385 -10.1124
H 4.7104 6.3073 -8.4839
C -7.3097 -1.9769 -1.2905
C -8.8012 -1.7109 -1.3013
C -9.1860 -0.4215 -0.6406
O -10.5106 -0.6822 -0.2119
C -10.5897 -2.0331 -0.0091
O -11.5153 -2.5939 0.5504
O -9.4901 -2.6688 -0.5144
H -7.0999 -2.9898 -1.6501
H -6.7763 -1.2604 -1.9222
H -6.9048 -1.9171 -0.2742
H -9.1891 -1.7734 -2.3252
H -9.1615 0.4267 -1.3307
H -8.5794 -0.1835 0.2404
C -3.2575 -5.1671 9.6045
C -4.4226 -5.4422 8.6759
C -4.6568 -6.9010 8.4223
O -5.2753 -6.8932 7.1480
C -4.8198 -5.7735 6.5069
O -4.9811 -5.5433 5.3214
O -4.1564 -4.9497 7.3729
H -3.0409 -4.0941 9.6377
H -3.4705 -5.5159 10.6193
H -2.3448 -5.6582 9.2496
H -5.3272 -4.9449 9.0464
H -5.3133 -7.3563 9.1693
H -3.7332 -7.4866 8.3533
```

Results
total charge: +1
energy: -4173.10503 hartree
gap between HOMO and LUMO: 3.92 eV
HOMO energy: -8.008 eV
LUMO energy: -4.09 eV

Mulliken atomic charge list, values in e, 99 entries:
1 C -0.47
2 C -0.40
3 I 0.05
4 C -0.57
5 C -0.14
6 C -0.11
7 P 0.33
8 O -0.54
9 C -0.26
10 C -0.34
11 C -0.13
12 N 0.40
13 P 0.30
14 C -1.01
15 C -1.05
16 H 0.25
17 H 0.29
18 H 0.02
19 H 0.52
20 H 0.35
21 H 0.29
22 H 0.06
23 H 0.14
24 H 0.36
25 H 0.16
26 H 0.35
27 H 0.36
28 H 0.27
29 H 0.33
30 H 0.31
31 H 0.31
32 H 0.37
33 C -1.43
34 C 0.70
35 C -0.50
36 O -0.31
37 C 0.53
38 O -0.58
39 O -0.34
40 H 0.33
41 H 0.35
42 H 0.38
43 H 0.17
44 H 0.31
45 H 0.31
46 C -1.56
47 C 0.57
48 C -0.29
49 O -0.25
50 C 0.62
51 O -0.59
52 O -0.35
53 H 0.41
54 H 0.29
55 H 0.39
56 H 0.23
57 H 0.17
58 H 0.36
59 C -1.40
60 C 0.81
61 C -0.50
62 O -0.31
63 C 0.57
64 O -0.57
65 O -0.36
66 H 0.39
67 H 0.15
68 H 0.41
69 H 0.22
70 H 0.29
71 H 0.34
72 C -1.47
73 C 0.47
74 C -0.49
75 O -0.26
76 C 0.68
77 O -0.33
78 O -0.33
79 H 0.36
80 H 0.39
81 H 0.35
82 H 0.26
83 H 0.30
84 H 0.33
85 C -1.44
86 C 0.49
87 C -0.47
88 O -0.29
89 C 0.68
90 O -0.57
91 O -0.33
92 H 0.35
93 H 0.38
94 H 0.34
95 H 0.26
96 H 0.32
97 H 0.30
98 C -1.37
99 C 0.52